# 1
# C5H6N2

An isolated molecule of C5H6N2 (wB97M-V/def2-TZVPD, the OMol25 dataset).

Calculated values
- HOMO (spin up / spin down): -8.95 / -8.31 eV
- LUMO level (spin up / spin down): -0.63 / -0.45 eV
- Net charge: 0
- 2S+1: 1

The geometry in XYZ format:
```
13
Properties=species:S:1:pos:R:3:forces:R:3
N -0.552020 0.257898 0.831204 -0.1 0.2 0.1
N 2.367171 -1.268109 2.009296 -0.4 0.4 -0.2
C -0.938540 -0.972751 0.220893 -0.2 -0.4 -0.5
C 0.036165 0.671942 -1.508158 -0.2 0.2 -1.1
C -1.002313 0.321413 -0.569084 -0.4 -0.4 0.3
C 1.657652 -0.489866 1.522710 -0.1 -0.1 -0.2
C 0.808708 0.449069 0.853641 0.9 -0.1 1.0
H -1.894519 -1.382023 0.536210 0.2 0.1 0.0
H -0.174491 0.505268 -2.572291 0.1 -0.1 0.4
H -0.155079 -1.686988 -0.026008 -0.1 0.1 0.1
H -2.033100 0.631497 -0.761788 0.2 0.2 0.1
H 0.710280 1.492626 -1.329382 0.0 0.0 0.1
H 1.170083 1.470018 0.792752 0.0 -0.2 -0.1
```
Positions in Å, forces in eV/Å.



# 2
# C5H6N2

A structure of composition C5H6N2 (wB97M-V/def2-TZVPD, the OMol25 dataset).

Calculated values
- HOMO: -8.95 eV
- LUMO level: 1.02 eV
- Net charge: 0
- 2S+1: 1

The geometry in XYZ format:
```
13
Properties=species:S:1:pos:R:3:forces:R:3
N 0.519483 0.812406 0.032941 -0.2 0.1 0.2
N -0.547775 -0.639815 1.442471 0.2 0.2 -0.1
C -0.676216 1.409357 0.443319 -0.2 0.0 0.2
C -1.288786 0.536560 1.286036 0.0 0.3 0.1
C 0.367145 -0.126176 -1.156268 0.1 0.0 -0.5
C 0.508729 -0.418097 0.725888 -0.3 -0.1 0.2
C 1.144510 -1.220003 -0.373268 0.0 -0.1 0.0
H -0.967064 2.376673 0.065356 -0.1 0.0 0.2
H 0.870438 -2.269650 -0.463956 -0.2 0.2 0.0
H 0.711770 0.235934 -2.124812 0.3 0.1 0.2
H -2.271337 0.622971 1.727558 0.2 0.1 0.2
H -0.729508 -0.251589 -1.152660 0.5 -0.8 -0.6
H 2.231341 -1.095440 -0.431113 -0.3 0.0 -0.1
```
Positions in Å, forces in eV/Å.



# 3
# C5H6N2

An isolated molecule of C5H6N2 (wB97M-V/def2-TZVPD, the OMol25 dataset).

Calculated values
- HOMO: -8.53 eV
- LUMO level: 0.91 eV
- SMILES: c1cn2c(n1)CC2
- Net charge: 0
- 2S+1: 1

The geometry in XYZ format:
```
13
Properties=species:S:1:pos:R:3:forces:R:3
N 0.098428 -0.098823 0.497849 -0.2 -0.3 0.3
N -0.010240 -1.410410 -1.307280 -0.2 0.6 0.1
C 0.801390 1.456491 -0.826525 -0.6 -2.0 -0.5
C 0.406281 -0.285940 -0.788676 -1.2 0.4 0.3
C -0.724953 -1.949794 -0.247365 -0.1 -0.3 0.1
C 0.392766 1.321054 0.653555 0.1 -0.1 0.1
C -0.719975 -1.129283 0.855386 -0.1 -0.4 0.4
H 1.467343 0.609388 -1.227489 1.5 2.1 -0.1
H -0.511763 1.881483 0.920370 0.3 0.0 -0.3
H 1.162711 1.509054 1.406474 0.0 0.0 -0.2
H -1.187171 -1.187086 1.822065 0.0 -0.2 0.0
H -0.007064 1.862548 -1.432060 0.5 0.0 -0.3
H -1.204765 -2.914936 -0.343360 0.1 0.1 0.0
```
Positions in Å, forces in eV/Å.



# 4
# C5H6N2O

An isolated molecule of C5H6N2O (wB97M-V/def2-TZVPD, the OMol25 dataset).

Calculated values
- HOMO: -8.30 eV
- LUMO level: 0.82 eV
- SMILES: [H]/N=c1\ccon1C=C
- Net charge: 0
- 2S+1: 1

The geometry in XYZ format:
```
14
Properties=species:S:1:pos:R:3:forces:R:3
O 0.855325 1.119453 0.015925 0.8 0.1 -0.5
N -1.765469 -1.173872 0.650151 0.9 1.6 0.5
N 0.053062 0.047782 -0.292116 -1.1 -2.3 -0.1
C -0.957070 1.160730 1.339738 1.0 0.4 0.4
C -0.963278 -0.140261 0.633735 -1.8 0.7 0.1
C 1.543472 -0.972283 -1.913829 -0.5 -1.9 1.2
C 0.510024 -1.050640 -1.030924 2.0 0.4 -1.5
C 0.190109 1.807397 0.958537 -1.0 -0.1 1.4
H 0.742253 2.703362 1.353779 -0.9 -1.0 -0.7
H -0.069215 -1.967040 -0.860080 0.2 0.6 0.2
H -2.499918 -0.998595 1.360264 0.6 -0.2 -0.6
H 1.974816 -1.967821 -2.307139 -0.9 2.1 0.4
H -1.674007 1.457091 2.113944 0.5 -0.1 -0.5
H 2.059896 -0.025303 -2.021984 0.2 -0.3 -0.2
```
Positions in Å, forces in eV/Å.



# 5
# C5H6N2O

A cluster of 2 separate species, C5H6N2O in total (wB97M-V/def2-TZVPD, the OMol25 dataset).

Calculated values
- HOMO: -7.19 eV
- LUMO level: -0.97 eV
- Net charge: 0
- 2S+1: 1

The geometry in XYZ format:
```
14
Properties=species:S:1:pos:R:3:forces:R:3
O 0.835917 -2.193215 2.130225 -5.1 -4.1 -1.9
N 0.015380 -0.687244 -1.158713 -2.1 5.7 2.0
N 0.350487 -0.204856 0.990678 -1.1 0.8 -0.6
C 0.000304 0.387084 -0.178108 1.3 -5.6 -0.4
C 0.302510 -1.550104 0.970138 0.8 0.4 0.1
C -0.015234 -1.732638 -0.385268 2.1 -0.6 2.6
C -0.186598 2.262813 -1.554482 -1.6 -0.1 2.1
C -0.414563 1.708475 -0.201260 3.0 0.1 -11.0
H 0.246428 0.361104 1.759886 0.2 1.0 2.6
H -0.580694 2.365686 0.518585 -0.8 2.4 3.3
H -0.469187 3.315312 -1.543060 0.2 0.0 -0.5
H -0.031230 -2.568196 -0.902602 -0.2 -4.5 -1.8
H -0.114394 -3.338640 2.231864 3.7 4.3 -0.2
H 0.060874 1.874419 -2.677885 -0.5 0.2 3.6
```
Positions in Å, forces in eV/Å.



# 6
# C5H6N2O

An isolated molecule of C5H6N2O (wB97M-V/def2-TZVPD, the OMol25 dataset).

Calculated values
- HOMO: -9.15 eV
- LUMO level: 0.76 eV
- SMILES: C#CN[C@@H](C)N=C=O
- Net charge: 0
- 2S+1: 1

The geometry in XYZ format:
```
14
Properties=species:S:1:pos:R:3:forces:R:3
O -1.555104 0.366800 2.734934 0.6 -0.3 -0.3
N 0.225813 -0.134333 1.256273 0.9 -1.3 0.0
N 0.028149 0.740512 -0.844263 1.6 0.8 0.1
C 0.392304 -0.503672 -0.162817 -1.7 -1.4 0.1
C 1.850012 -0.829018 -0.469005 -1.4 -1.4 0.6
C -0.706480 0.088859 1.973463 -1.1 0.4 0.5
C -2.462724 0.971223 -0.680513 3.0 0.6 0.1
C -1.275090 1.090019 -0.700684 0.6 -0.8 -0.4
H 0.719948 1.406602 -0.396159 -1.4 -0.4 -1.1
H -3.442675 0.894799 -0.707680 -4.0 -0.1 0.0
H 2.388113 0.050649 -0.321646 1.2 1.5 0.6
H 2.153832 -1.608526 0.264509 0.1 0.4 -0.9
H 1.999655 -1.077417 -1.518334 -0.2 -0.5 0.1
H -0.315753 -1.456496 -0.428078 1.5 2.6 0.5
```
Positions in Å, forces in eV/Å.



# 7
# C5H6N2O

An isolated molecule of C5H6N2O (wB97M-V/def2-TZVPD, the OMol25 dataset).

Calculated values
- HOMO: -8.93 eV
- LUMO level: -0.22 eV
- SMILES: Cc1nccn1C=O
- Net charge: 0
- 2S+1: 1

The geometry in XYZ format:
```
14
Properties=species:S:1:pos:R:3:forces:R:3
O 2.599551 -0.354571 -0.328085 -4.4 -1.5 0.6
N -1.674370 0.675872 -0.306414 4.4 -0.4 2.7
N 0.223938 -0.537275 0.203568 1.0 -0.5 0.1
C -1.943779 -0.645332 -0.179140 -4.4 -2.0 -2.4
C 1.531655 -0.973384 -0.097675 3.4 3.6 0.5
C -0.284214 0.646476 0.147386 -4.0 6.1 -3.5
C 0.460651 1.957213 0.048710 2.1 -2.5 1.6
C -0.863658 -1.360310 0.041345 2.3 -7.6 3.3
H -2.927350 -1.271264 -0.544880 2.2 2.3 1.3
H -0.370711 2.540802 -0.434687 1.8 0.6 0.7
H -0.665100 -2.493609 0.668931 -1.1 3.3 -2.7
H 1.490031 -1.971941 0.094129 0.5 -3.4 -0.2
H 1.493808 1.660804 -0.447480 -2.3 1.3 0.0
H 0.929546 2.126519 1.134288 -1.7 0.7 -2.1
```
Positions in Å, forces in eV/Å.



# 8
# C5H6N2O

An isolated molecule of C5H6N2O (wB97M-V/def2-TZVPD, the OMol25 dataset).

Calculated values
- HOMO: -7.70 eV
- LUMO level: 0.64 eV
- SMILES: [H]/N=C\n1cccc1O
- Net charge: 0
- 2S+1: 1

The geometry in XYZ format:
```
14
Properties=species:S:1:pos:R:3:forces:R:3
O 0.772961 1.865485 0.108342 2.1 -4.4 -0.4
N 2.788903 -0.307555 -0.027365 5.0 4.6 -1.8
N 0.360920 -0.371800 0.070020 -2.6 1.1 -0.5
C -1.971639 -0.607560 -0.053374 4.3 1.2 0.3
C -0.159213 0.907788 0.002020 -3.9 -1.7 -0.7
C 1.708732 -0.811637 -0.121858 -5.2 -3.8 1.1
C -1.676727 0.798453 -0.203070 4.6 -0.6 1.5
C -0.744049 -1.280069 0.112794 -1.1 0.2 -0.3
H 1.554516 -1.925786 -0.183656 0.8 0.7 0.2
H -2.978581 -0.876211 0.057964 -0.9 -1.1 0.0
H 0.392378 2.657023 0.133680 -2.5 5.3 0.1
H -2.457009 1.513880 -0.030396 0.3 0.7 -0.3
H -0.543275 -2.316898 0.386838 -0.1 0.4 -0.4
H 2.952088 0.754881 -0.251939 -1.0 -2.5 1.4
```
Positions in Å, forces in eV/Å.



# 9
# C5H6N2O

An isolated molecule of C5H6N2O (wB97M-V/def2-TZVPD, the OMol25 dataset).

Calculated values
- HOMO: -9.79 eV
- LUMO level: 0.75 eV
- SMILES: N#C[C@@]12CNC[C@@H]1O2
- Net charge: 0
- 2S+1: 1

The geometry in XYZ format:
```
14
Properties=species:S:1:pos:R:3:forces:R:3
O 0.528880 -1.076920 1.035250 1.3 -1.0 3.5
N -1.326754 0.813817 0.349371 0.9 -1.2 -1.0
N 3.553443 0.116383 -0.029107 -1.9 -0.6 0.1
C 0.978752 -0.110166 0.143560 -2.5 2.2 0.4
C -1.455744 -0.630099 -0.130563 1.5 0.7 -2.9
C 0.110425 1.283507 0.198188 0.1 -3.4 3.4
C -0.028975 -1.153586 -0.176751 -0.4 -1.4 -2.6
C 2.409376 -0.091822 0.034822 1.9 1.0 -0.9
H -1.730683 -0.884113 -1.241241 -0.5 1.3 1.7
H -2.142932 -1.094894 0.537362 -0.2 -0.9 0.4
H 0.306546 -1.958861 -0.927001 -0.8 0.9 1.5
H 0.360592 1.659675 -0.715859 0.4 2.0 -2.3
H -2.026299 1.302057 -0.204381 0.6 0.7 0.2
H 0.463368 1.825025 1.126348 -0.6 -0.1 -1.4
```
Positions in Å, forces in eV/Å.



# 10
# C5H6N2O

A structure of composition C5H6N2O (wB97M-V/def2-TZVPD, the OMol25 dataset).

Calculated values
- HOMO: -7.86 eV
- LUMO level: 0.40 eV
- Net charge: 0
- 2S+1: 1

The geometry in XYZ format:
```
14
Properties=species:S:1:pos:R:3:forces:R:3
O 0.348128 2.320808 -0.284588 -3.9 -1.0 2.1
N -1.455609 0.493164 -0.045091 -4.9 -3.2 0.2
N -0.290112 -0.040879 -0.191794 5.2 2.6 -0.6
C 0.621878 1.007862 -0.027606 5.1 -0.4 -0.8
C 1.968913 0.510810 0.039987 0.6 -0.2 3.6
C -2.453472 -0.318654 0.083159 -3.6 1.7 -0.1
C 0.430232 -1.193303 -0.340842 3.1 -4.6 1.5
C 1.828444 -1.007174 -0.039557 -1.4 1.8 -0.7
H -3.418530 0.369041 0.183573 1.8 -2.1 -0.1
H -2.651986 -1.486284 0.030362 1.3 2.6 0.1
H 2.644413 -1.883332 0.058874 -2.2 2.5 -0.4
H -0.670233 2.396976 0.042505 3.1 0.0 -1.3
H 0.169479 -2.320176 -0.335761 -0.8 2.5 -0.1
H 2.928454 1.151136 0.826781 -3.2 -2.1 -3.3
```
Positions in Å, forces in eV/Å.



# 11
# C5H6N2O

An isolated molecule of C5H6N2O (wB97M-V/def2-TZVPD, the OMol25 dataset).

Calculated values
- HOMO: -10.38 eV
- LUMO level: 0.40 eV
- SMILES: CC(=O)N1C[C@H]1C#N
- Net charge: 0
- 2S+1: 1

The geometry in XYZ format:
```
14
Properties=species:S:1:pos:R:3:forces:R:3
O -1.736385 -1.631435 -0.459807 -1.3 -2.7 0.0
N 0.235219 -0.854326 0.095996 3.9 -0.1 -1.3
N 3.233279 -0.825834 -1.018551 -4.4 3.3 2.2
C 2.314504 -0.215524 -0.526399 11.7 -6.5 -5.8
C -1.631561 0.640199 -0.666760 -1.9 2.2 2.0
C -1.017587 -0.704359 -0.372879 -1.6 2.7 -1.0
C 0.736569 -0.406543 1.343714 -6.3 3.6 -1.4
C 1.322782 0.275054 0.119844 -8.5 4.5 3.5
H -1.364102 1.349947 -1.413211 0.6 -0.6 -2.0
H -1.265416 1.436563 0.087485 -1.0 -1.5 0.2
H -0.408928 0.037281 1.739762 4.3 -0.4 0.5
H -2.825001 0.539279 -0.689063 2.9 0.3 0.3
H 1.103904 1.409064 -0.094179 -0.1 -2.4 0.6
H 1.302722 -1.049372 1.854051 1.9 -2.4 2.3
```
Positions in Å, forces in eV/Å.



# 12
# C5H6N2O

A cluster of 2 separate species, C5H6N2O in total (wB97M-V/def2-TZVPD, the OMol25 dataset).

Calculated values
- HOMO: -8.72 eV
- LUMO level: -1.85 eV
- Net charge: 0
- 2S+1: 1

The geometry in XYZ format:
```
14
Properties=species:S:1:pos:R:3:forces:R:3
O -1.823912 -0.019526 -1.207835 1.1 3.5 2.7
N 1.531859 0.236557 0.401311 -3.8 0.3 -3.2
N 1.745426 -0.056331 -1.098869 2.2 0.3 3.5
C -0.625356 -0.612343 -0.618890 0.7 0.3 -1.4
C 0.216409 0.200603 0.503958 -0.7 -2.0 0.1
C -0.630140 0.586295 1.622302 0.5 1.0 7.2
C -0.880840 0.785675 2.881279 0.2 -0.2 -4.0
C 0.619999 -0.819476 -1.609783 -0.3 -3.6 0.5
H 2.809387 -0.279953 -1.088084 -2.9 -0.3 -0.8
H -1.060991 -1.652964 -0.422151 1.1 1.4 0.9
H -2.182997 1.530630 -0.349464 1.1 -3.8 -1.9
H -1.213116 1.041061 3.995424 0.8 -0.8 -3.3
H 0.345496 -0.510087 -2.597693 0.0 0.2 -0.6
H 0.752095 -2.078589 -1.665625 0.1 3.4 0.2
```
Positions in Å, forces in eV/Å.